A.
ORCA calculation (ωB97M-V/def2-TZVPD) on a 2-piece molecular cluster, C4H13N2S2 overall.

## Properties
charge = +1
highest occupied orbital energy = -12.755 eV

Last columns: bonded neighbours and bond lengths (Å).
Atoms and positions in Å:
1 C -2.888 0.749 0.676  C2 1.526, H5 1.073, H6 1.084, H7 1.105
2 C -2.338 -0.520 0.031  C1 1.526, S3 1.822, H8 1.103, H9 1.112
3 S -1.172 -0.076 -1.297  C2 1.822, S4 2.155
4 S -0.918 -2.113 -1.953  S3 2.155, H10 1.372
5 H -3.535 1.291 0.013  C1 1.073
6 H -2.160 1.414 1.127  C1 1.084
7 H -3.433 0.273 1.510  C1 1.105
8 H -3.198 -1.069 -0.386  C2 1.103
9 H -1.904 -1.146 0.843  C2 1.112
10 H -0.396 -2.683 -0.820  S4 1.372
11 C 2.842 -1.132 0.167  N14 1.522, H15 1.060, H16 1.080, H17 1.089
12 N 1.083 2.097 -0.171  C13 1.334, H18 1.038, H19 0.983
13 C 1.925 1.141 0.223  N12 1.334, N14 1.316, H20 1.086
14 N 1.680 -0.149 0.130  C11 1.522, C13 1.316, H21 1.053
15 H 2.390 -2.044 0.463  C11 1.060
16 H 3.594 -0.681 0.797  C11 1.080
17 H 3.255 -1.230 -0.836  C11 1.089
18 H 0.216 1.800 -0.658  N12 1.038
19 H 1.335 3.046 -0.217  N12 0.983
20 H 2.899 1.535 0.497  C13 1.086
21 H 0.725 -0.501 -0.138  N14 1.053

=====

B.
ORCA calculation (ωB97M-V/def2-TZVPD) on an isolated ion of composition C4H13N2S2 and charge +1.

## Properties
charge = +1
highest occupied orbital energy = -11.514 eV
SMILES = CNC[C@H]([NH3+])CSS

Last columns: bonded neighbours and bond lengths (Å).
Atoms and positions in Å:
1 C 1.637 -0.561 -2.045  N2 1.451, H9 1.147, H10 1.094, H11 1.092
2 N 0.318 -0.004 -1.807  C1 1.451, C3 1.477, H12 1.021
3 C -0.489 -0.814 -0.872  N2 1.477, C4 1.537, H13 1.118, H14 1.085
4 C -0.871 -0.032 0.395  C3 1.537, N5 1.569, C6 1.516, H15 1.110
5 N -1.441 1.292 -0.224  C4 1.569, H16 1.039, H17 1.025, H18 1.028
6 C 0.185 0.319 1.424  C4 1.516, S7 1.852, H19 1.109, H20 1.095
7 S -0.571 0.714 3.069  C6 1.852, S8 2.062
8 S 0.395 -0.084 4.706  S7 2.062, H21 1.358
9 H 2.045 -0.181 -3.047  C1 1.147
10 H 2.424 -0.429 -1.298  C1 1.094
11 H 1.660 -1.641 -2.201  C1 1.092
12 H -0.337 -0.085 -2.586  N2 1.021
13 H -1.523 -1.067 -1.212  C3 1.118
14 H -0.016 -1.749 -0.593  C3 1.085
15 H -1.740 -0.482 0.921  C4 1.110
16 H -0.666 1.696 -0.786  N5 1.039
17 H -1.747 1.976 0.475  N5 1.025
18 H -2.285 1.108 -0.780  N5 1.028
19 H 0.669 1.241 1.043  C6 1.109
20 H 0.850 -0.520 1.194  C6 1.095
21 H 1.506 -0.698 4.222  S8 1.358

=====

Stability check: which of them is least stable? B.